1.
Density functional theory data (wB97M-V/def2-TZVPD) for a cluster of 2 separate species, C2H8N2 in total at a distorted geometry.

Structure (XYZ):
```
12
C2H8N2, DFT wB97M-V/def2-TZVPD
H 1.79 -2.66 0.00
N 1.42 -1.93 -0.57
C 1.39 -0.85 0.10
N 1.56 0.45 -0.23
H 1.24 -0.96 1.19
H 1.64 1.14 0.49
H 1.32 0.79 -1.15
C -3.50 1.72 0.47
H -2.52 1.72 0.95
H -3.57 0.94 -0.28
H -3.64 2.64 -0.10
H -4.26 1.56 1.23
```

Properties
Total charge ... 0
LUMO ... 0.776 eV
Multiplicity ... 1
SMILES ... [H]/N=C/N.C

Results of the natural (NBO) charge analysis, in e, for atoms 1 through 4: H 0.35; N -0.75; C 0.30; N -0.81

2.
Density functional theory data (wB97M-V/def2-TZVPD) for an isolated molecule of C27H32N4O5S at a distorted geometry.

Structure (XYZ):
```
69
C27H32N4O5S, DFT wB97M-V/def2-TZVPD
C -1.23 6.21 2.12
C -0.58 4.96 1.55
O -1.07 4.79 0.23
C -0.78 3.64 -0.42
C 0.16 2.70 0.01
C 0.35 1.53 -0.70
C -0.40 1.28 -1.84
N -0.22 0.05 -2.55
C 1.14 -0.30 -2.93
C 1.74 -1.29 -1.92
O 2.53 -0.94 -1.06
N 1.30 -2.54 -2.07
C 1.62 -3.60 -1.14
C 0.57 -3.71 -0.01
C -0.46 -4.81 -0.27
C -0.81 -4.88 -1.75
C 0.42 -5.32 -2.57
C 1.74 -4.93 -1.90
C -1.21 -0.81 -2.84
O -1.02 -1.81 -3.52
C -2.56 -0.60 -2.18
S -2.55 -1.61 -0.65
C -2.31 -0.36 0.51
N -2.49 0.92 0.38
N -2.18 1.47 1.57
C -1.83 0.52 2.36
C -1.38 0.62 3.78
O -0.46 1.65 4.00
C 0.76 1.59 3.37
C 1.58 2.70 3.57
C 2.82 2.76 2.97
C 3.26 1.71 2.17
C 2.45 0.61 1.98
C 1.20 0.54 2.59
O -1.89 -0.69 1.75
C -1.28 2.24 -2.32
C -1.48 3.41 -1.61
H -0.98 7.07 1.51
H -2.31 6.09 2.13
H -0.88 6.38 3.14
H 0.51 5.07 1.54
H -0.84 4.08 2.15
H 0.75 2.87 0.89
H 1.08 0.82 -0.36
H 1.11 -0.76 -3.93
H 1.74 0.61 -2.95
H 0.57 -2.72 -2.76
H 2.59 -3.33 -0.71
H 1.08 -3.90 0.93
H 0.07 -2.74 0.07
H -1.36 -4.60 0.31
H -0.07 -5.77 0.06
H -1.62 -5.59 -1.91
H -1.16 -3.91 -2.09
H 0.36 -4.88 -3.57
H 0.41 -6.40 -2.70
H 2.03 -5.69 -1.18
H 2.53 -4.85 -2.64
H -2.78 0.42 -1.88
H -3.34 -1.02 -2.82
H -2.24 0.87 4.42
H -0.99 -0.36 4.09
H 1.21 3.50 4.19
H 3.45 3.62 3.12
H 4.23 1.76 1.69
H 2.78 -0.21 1.35
H 0.60 -0.34 2.43
H -1.82 2.07 -3.24
H -2.17 4.15 -1.95
```

Properties
Total charge ... 0
LUMO ... 0.528 eV
Multiplicity ... 1
SMILES ... CCOc1ccc(N(CC(=O)NC2CCCCC2)C(=O)CSc2nnc(COc3ccccc3)o2)cc1

Results of the natural (NBO) charge analysis, in e, for atoms 1 through 4: C -0.62; C -0.07; O -0.50; C 0.32

3.
Density functional theory data (wB97M-V/def2-TZVPD) for an isolated molecule of C5H4N2 at a distorted geometry.

Structure (XYZ):
```
11
C5H4N2, DFT wB97M-V/def2-TZVPD
C 3.71 -0.24 -0.01
C 1.16 -0.80 -0.08
C -0.08 0.03 0.04
C 2.37 -0.34 -0.04
C 0.25 1.51 -0.03
N 4.86 -0.13 0.05
N 1.36 2.02 -0.01
H 0.96 -1.86 -0.19
H -0.56 -0.17 1.01
H -0.81 -0.24 -0.72
H -0.66 2.11 -0.10
```

Properties
Total charge ... 0
LUMO (alpha / beta) ... -0.994 / -0.686 eV
Multiplicity ... 1

Results of the natural (NBO) charge analysis, in e, for atoms 1 through 4: C 0.15; C -0.20; C -0.48; C 0.05

4.
Density functional theory data (wB97M-V/def2-TZVPD) for the ion C6H13N2O2S with charge -1 at a distorted geometry.

Structure (XYZ):
```
24
C6H13N2O2S, DFT wB97M-V/def2-TZVPD
C -1.07 0.85 0.46
C -0.31 -0.39 0.31
C -0.02 -0.93 1.74
C -1.20 -1.42 -0.45
C 1.07 -0.04 -0.31
S 1.97 -1.59 -0.91
N 0.81 0.60 -1.59
N 1.34 2.01 -1.58
C 2.10 0.66 0.63
O 3.26 0.28 0.59
O 1.55 1.52 1.34
H -1.13 1.49 -0.53
H -2.09 0.60 0.62
H -0.52 1.53 1.10
H 0.63 -1.73 1.60
H 0.53 -0.28 2.28
H -0.98 -1.13 2.36
H -0.60 -2.30 -0.61
H -2.01 -1.54 0.21
H -1.46 -1.04 -1.50
H 3.07 -1.13 -0.07
H 1.27 0.14 -2.34
H 2.21 1.89 -2.19
H 1.56 2.25 -0.63
```

Properties
Total charge ... -1
LUMO ... 3.374 eV
Multiplicity ... 1
SMILES ... CC(C)(C)[C@@](S)(NN)C(=O)[O-]

Results of the natural (NBO) charge analysis, in e, for atoms 1 through 4: C -0.65; C -0.07; C -0.61; C -0.62

5.
Density functional theory data (wB97M-V/def2-TZVPD) for a cluster of 2 separate species, C4H3IN2O in total at a distorted geometry.

Structure (XYZ):
```
11
C4H3IN2O, DFT wB97M-V/def2-TZVPD
C -0.41 -1.00 -0.74
C 0.68 -0.28 -1.02
C -0.67 0.91 0.13
C -0.02 2.32 2.78
N -1.30 -0.26 0.03
N 0.57 0.93 -0.41
O 0.59 3.26 2.91
I 2.05 2.37 -0.33
H -0.59 -1.92 -1.10
H 1.53 -0.58 -1.49
H -1.24 1.73 0.68
```

Properties
Total charge ... 0
LUMO ... -1.112 eV
Multiplicity ... 1

Results of the natural (NBO) charge analysis, in e, for atoms 1 through 4: C -0.09; C -0.12; C 0.14; C 0.50

6.
Density functional theory data (wB97M-V/def2-TZVPD) for a cluster of 2 separate species, C5H13NO2 in total at a distorted geometry.

Structure (XYZ):
```
21
C5H13NO2, DFT wB97M-V/def2-TZVPD
N 3.17 -1.53 2.17
C 1.78 -1.63 1.69
C 1.32 -0.42 0.86
C 0.04 -0.68 0.04
C 0.13 -0.04 -1.36
C -1.10 0.70 -1.81
O -1.12 1.41 -2.78
H 3.78 -1.81 1.40
H 3.40 -0.55 2.29
H 1.13 -1.74 2.55
H 1.72 -2.54 1.10
H 2.12 -0.12 0.19
H 1.22 0.36 1.61
H -0.80 -0.19 0.54
H -0.08 -1.76 0.04
H 0.94 0.68 -1.45
H 0.38 -0.83 -2.07
H -1.96 0.69 -1.11
O -5.22 2.97 -1.19
H -6.12 3.21 -1.44
H -4.75 3.81 -1.26
```

Properties
Total charge ... 0
LUMO ... 0.917 eV
Multiplicity ... 1
SMILES ... NCCCCC=O.O

Results of the natural (NBO) charge analysis, in e, for atoms 1 through 4: N -0.82; C -0.21; C -0.41; C -0.41

7.
Density functional theory data (wB97M-V/def2-TZVPD) for a structure of composition ClH2N2P at a distorted geometry.

Structure (XYZ):
```
6
ClH2N2P, DFT wB97M-V/def2-TZVPD
N 1.30 1.53 -0.31
N 0.16 1.30 -0.12
P -1.30 -0.45 0.33
Cl -3.08 0.30 -0.48
H -0.56 1.95 -0.17
H -1.59 0.23 1.62
```

Properties
Total charge ... 0
LUMO (alpha / beta) ... -0.469 / -0.542 eV
Multiplicity ... 1

Results of the natural (NBO) charge analysis, in e, for atoms 1 through 4: N -0.06; N -0.29; P 0.39; Cl -0.32

8.
Density functional theory data (wB97M-V/def2-TZVPD) for the ion C7H14N3 with charge +1 at a distorted geometry.

Structure (XYZ):
```
24
C7H14N3, DFT wB97M-V/def2-TZVPD
C 0.21 2.61 0.82
C 0.98 2.10 1.73
C 0.11 0.18 0.01
C 1.42 3.05 2.88
C -1.57 -0.29 -1.55
C -0.81 -2.11 0.00
C 0.53 -1.37 -1.83
N 1.45 0.83 1.74
N 0.98 -0.07 0.94
N -0.48 -0.93 -0.81
H -0.46 2.75 -0.05
H 0.44 3.28 3.33
H 1.98 2.44 3.64
H 1.95 3.91 2.69
H -1.19 0.68 -1.90
H -1.92 -0.94 -2.28
H -2.44 -0.11 -0.99
H -1.20 -2.01 0.96
H -1.58 -2.59 -0.67
H -0.11 -2.87 0.13
H 0.73 -0.62 -2.64
H 1.46 -1.52 -1.23
H 0.26 -2.25 -2.41
H 1.42 -0.96 1.13
```

Properties
Total charge ... +1
LUMO (alpha / beta) ... -4.629 / -4.627 eV
Multiplicity ... 1

Results of the natural (NBO) charge analysis, in e, for atoms 1 through 4: C 0.08; C 0.03; C 0.11; C -0.61

9.
Density functional theory data (wB97M-V/def2-TZVPD) for a structure of composition C4H8CsO3 at a distorted geometry.

Structure (XYZ):
```
16
C4H8CsO3, DFT wB97M-V/def2-TZVPD
O 3.33 1.07 -1.00
C 2.23 0.43 -0.70
Cs -1.15 -1.09 2.91
O 1.69 0.54 0.38
C 3.75 1.02 -2.40
H 4.60 1.71 -2.45
H 4.09 -0.01 -2.58
C 2.64 1.38 -3.32
H 2.66 0.96 -4.33
H 2.18 2.36 -3.18
O -4.20 -1.97 3.94
C -5.52 -1.75 3.69
H -5.89 -0.75 4.04
H -5.79 -1.77 2.60
H -6.21 -2.49 4.16
H 1.60 0.38 -1.74
```

Properties
Total charge ... 0
LUMO (alpha / beta) ... -0.498 / -1.298 eV
Multiplicity ... 2

Results of the Löwdin charge analysis, in e, for atoms 1 through 4: O -0.03; C -0.38; Cs 0.90; O 0.05

| no. | E_tot (Eh) |
| --- | --- |
| 1 | -190.4764 |
| 2 | -2041.4940 |
| 3 | -302.2725 |
| 4 | -894.5787 |
| 5 | -636.6093 |
| 6 | -403.5099 |
| 7 | -912.1501 |
| 8 | -438.8542 |
| 9 | -402.8866 |